Formula: C57H67N4O19
Source: the OMol25 dataset
Level of theory: wB97M-V/def2-TZVPD

XYZ file:
```
147
Properties=species:S:1:pos:R:3:forces:R:3:lowdin_charge:R:1
C -2.65107 2.48334 -1.95590 -0.3369 0.7273 -0.7409 -0.034
C -3.23210 1.58024 -0.91046 0.0482 -0.9843 1.4345 -0.167
N -2.25367 0.52593 -0.63753 1.4087 -1.3799 1.6758 -0.021
C -1.87162 -0.50604 -1.48632 0.2997 0.0515 0.7376 0.011
C -0.91674 -1.25633 -0.82951 -1.1184 1.6504 -0.8804 -0.007
N -0.66937 -0.58464 0.35256 -0.8182 -1.5416 0.1249 -0.073
C -1.55462 0.40096 0.53229 -0.3468 0.1430 -2.4072 0.018
C 0.22489 -1.06169 1.37612 0.6865 1.6236 1.8482 0.006
H -2.54537 1.99526 -2.92652 -0.5185 -0.0792 -0.1061 0.061
H -1.63465 2.83441 -1.77217 -0.0583 -0.1497 0.8228 0.070
H -3.25873 3.38476 -2.04145 -0.1150 -0.0797 -0.2655 0.088
H -4.19210 1.06548 -0.98739 -0.0547 0.1157 -1.4656 0.124
H -3.47769 2.01645 0.05971 0.8783 0.6529 -0.0456 0.094
H -2.29294 -0.57576 -2.47689 0.0658 -0.2102 0.0645 0.117
H -0.46552 -2.17849 -1.15081 0.3136 0.3191 0.1314 0.092
H -1.70765 1.04285 1.39717 0.0574 0.3498 0.5217 0.135
H -0.28315 -1.03406 2.34074 -0.3387 -0.5364 -0.1262 0.096
H 0.95675 -0.26610 1.53591 0.4177 -0.1600 -0.2660 0.086
H 0.76095 -2.00009 1.25572 -0.5083 -0.0362 -0.6734 0.081
O -4.60702 4.37588 3.13077 1.2502 0.2872 -0.4245 -0.349
C -3.33983 4.85291 2.71798 -1.1681 -0.8082 0.5839 -0.371
C -2.24158 3.80003 2.13183 -0.3258 0.6124 1.1927 -0.360
O -1.79385 2.67908 2.89196 -0.0476 0.2829 -1.4976 -0.365
H -2.88787 5.52366 3.46479 0.5461 -0.7033 0.9967 0.060
H -3.56906 5.69369 2.04452 0.5114 -0.3327 -1.5097 0.061
H -1.37234 4.43441 1.91296 0.2225 0.3944 -0.1939 0.073
H -2.63832 3.53978 1.13996 -0.2004 -0.4009 -0.3111 0.050
C 5.31231 -0.48557 -0.39888 1.0218 0.4026 0.2251 0.005
C 6.52946 -0.15398 0.22682 0.2357 -1.0246 0.3792 0.018
C 7.19216 -1.13244 0.99633 -0.8668 -0.0033 -0.0450 -0.328
C 6.56493 -2.34665 1.24398 0.5664 0.1702 -0.5728 -0.045
C 5.36976 -2.62919 0.65285 -0.3025 -0.7318 -0.0259 -0.033
C 4.77405 -1.74292 -0.22347 -0.6305 -0.0480 0.7128 -0.323
O 3.58440 -2.01723 -0.82082 -0.3748 0.1067 -0.3581 0.047
O 8.40596 -0.90773 1.57705 0.5251 0.7288 -0.1611 0.034
H 4.78494 0.21841 -1.02750 0.0369 0.1256 0.0797 0.098
H 7.00289 0.81401 0.14693 -0.1366 0.0956 -0.2407 0.116
H 7.03978 -3.17591 1.75221 0.2495 0.3034 0.4676 0.118
H 4.96598 -3.59213 0.93888 -0.5265 -0.0422 -0.4742 0.107
H 3.18214 -2.80438 -0.44001 0.0633 -0.1390 0.0479 0.088
H 8.87270 -1.74578 1.62386 0.0241 -0.0001 0.1274 0.098
C 1.60964 -4.99872 0.86995 0.2927 0.3886 0.4733 -0.006
C 0.68589 -4.71793 -0.14423 0.9789 -0.4709 0.0943 0.002
C 0.82674 -5.47881 -1.27736 0.4592 -0.7385 -0.9466 -0.348
C 1.84328 -6.41902 -1.40751 -0.1321 -0.4213 0.2557 -0.027
C 2.78679 -6.65034 -0.41579 -0.1867 0.5371 0.2778 0.004
C 2.70022 -5.88312 0.75264 -1.4108 0.1754 -0.8929 -0.333
O 3.58121 -6.03085 1.75801 0.3311 -0.2585 0.0137 0.048
O -0.03358 -5.29480 -2.32841 -0.8620 0.8692 -0.1963 0.018
H 1.49919 -4.53243 1.84136 -0.0193 0.3630 0.0033 0.109
H -0.05374 -3.93207 -0.12499 -0.1876 -0.1775 0.4896 0.102
H 1.80716 -7.04608 -2.28877 0.3065 -0.0053 -0.1448 0.115
H 3.55922 -7.39682 -0.53243 0.0401 0.0026 -0.0154 0.117
H 3.46496 -5.29109 2.37016 0.0731 0.1881 0.3533 0.056
H 0.02106 -5.95165 -3.02687 0.3538 -0.2678 0.2546 0.114
C 1.67495 4.43383 -2.57442 -0.3162 -1.0657 -0.9814 -0.006
C 2.62715 4.27421 -3.58658 0.5660 -1.6212 0.0981 -0.003
C 3.47249 3.13295 -3.57957 -1.4531 0.6950 -0.0944 -0.334
C 3.30916 2.12282 -2.64513 0.6904 0.2454 -0.3326 -0.057
C 2.35601 2.25765 -1.68278 -1.6846 0.9783 0.7891 -0.004
C 1.49270 3.38626 -1.67264 1.7520 -0.2757 0.6242 -0.326
O 0.57482 3.54598 -0.71034 -0.7587 0.3306 -0.2059 0.041
O 4.30402 2.94832 -4.65234 0.4311 0.2416 -0.5210 0.016
H 0.86727 5.15214 -2.60173 0.3456 0.4888 -0.0034 0.116
H 2.66959 4.80691 -4.52638 -0.0517 0.6813 0.3075 0.108
H 3.92126 1.23481 -2.73027 0.0570 -0.0315 0.0778 0.091
H 2.16363 1.53433 -0.90084 0.1927 -0.3268 -0.0927 0.110
H 0.73794 3.00951 0.07732 0.0489 -0.2531 0.5047 0.065
H 4.23630 2.03447 -4.94391 0.2492 -0.1315 0.1067 0.069
C 1.22807 2.49754 4.13585 2.6209 1.0266 1.0553 0.046
C 2.26094 2.59023 5.09053 -0.6474 0.2384 -1.0666 -0.024
C 3.59776 2.47042 4.72287 0.2012 1.1539 0.7580 -0.397
C 4.02747 2.17167 3.44530 -1.8992 1.6640 0.5485 -0.066
C 2.97656 2.09771 2.50835 2.2101 -0.0235 -0.7264 -0.020
C 1.66185 2.37916 2.80388 -2.5171 -1.0497 0.7208 -0.290
O 0.68787 2.36010 1.86086 2.0207 -0.4039 -2.4356 -0.024
O 4.49146 2.65618 5.75241 0.4694 -0.0595 0.2527 0.032
H 0.20723 2.63998 4.46482 -0.2428 -0.1287 -0.6464 0.121
H 2.02750 2.73010 6.13656 0.0763 0.0680 -0.0259 0.122
H 5.08054 2.25685 3.21695 0.0200 -0.5528 -0.3704 0.118
H 3.39440 1.82342 1.54757 -0.9437 0.2206 -0.6154 0.104
H -0.26847 2.27113 2.09070 -1.4006 0.8949 1.9872 0.040
H 5.37095 2.66883 5.36495 0.1144 0.0047 0.1431 0.092
C -5.91575 1.21652 -4.52346 1.3122 -1.2804 -1.1181 0.012
C -4.76295 0.37861 -4.59672 0.6687 0.6208 -0.4012 0.008
C -3.60730 0.77967 -5.30451 -2.2482 1.2683 -0.0291 -0.360
C -3.67436 1.98052 -6.02386 0.6544 -0.8394 0.6475 -0.024
C -4.83698 2.71211 -6.06177 0.9313 1.1686 -0.0185 -0.025
C -5.93672 2.34545 -5.32947 -1.0138 -1.4054 0.3900 -0.349
O -7.09154 3.03492 -5.48664 -0.2134 1.7864 -0.3808 0.046
O -2.46632 0.03537 -5.27400 0.3319 -0.6043 0.1405 0.013
H -6.85854 0.92661 -4.08190 0.2377 -0.2079 0.4829 0.099
H -4.63254 -0.62437 -4.21186 -0.6698 0.0369 0.6351 0.110
H -2.76240 2.32638 -6.49185 -0.0664 0.1576 -0.2167 0.116
H -4.79053 3.68604 -6.52981 -0.3895 -0.0724 -0.3427 0.120
H -7.92751 2.56726 -5.45753 0.3939 -0.6014 0.3713 0.108
H -2.24907 -0.22948 -6.17232 0.1633 -0.0043 -0.0013 0.108
C 1.27714 -1.96859 5.39256 -0.0601 1.0148 -1.3007 -0.008
C 1.95789 -3.02073 4.83124 0.0606 -0.4849 -0.3971 -0.048
C 3.11641 -2.77281 4.15942 -0.1615 1.9275 0.3656 -0.373
C 3.65790 -1.48945 4.05751 -0.0292 -0.9301 0.2013 0.024
C 2.99799 -0.38495 4.57088 -0.3922 -1.3926 -0.2857 0.027
C 1.77008 -0.64731 5.18199 -0.1206 -1.4212 1.2918 -0.273
O 1.12713 0.38356 5.75353 -0.6042 0.3445 0.4508 0.040
O 3.74788 -3.79668 3.53730 1.2241 -1.6882 -0.5400 -0.008
H 0.25467 -2.17727 5.66769 -0.1126 0.4441 0.6933 0.109
H 1.63115 -4.05197 4.80025 -0.4117 0.0238 0.3565 0.119
H 4.65522 -1.52419 3.63766 0.0498 0.8376 -0.3625 0.114
H 3.38146 0.61805 4.44488 -0.2512 -0.9412 0.3181 0.062
H 0.50536 0.08427 6.42148 -0.1856 -0.2017 -0.1022 0.124
H 4.54532 -3.97633 4.04631 0.1640 -0.2314 -0.2278 0.125
C -6.86125 0.74422 1.64007 0.1337 0.4822 -0.0536 -0.049
C -7.46903 0.44875 0.40470 0.4304 0.1999 1.6350 -0.035
C -7.32762 1.35789 -0.61655 -0.6959 -1.1771 -0.4059 -0.341
C -6.47290 2.44204 -0.50683 -1.6855 -0.2515 -1.2304 -0.046
C -5.86833 2.68202 0.66995 1.8094 0.6946 0.9311 -0.034
C -6.06699 1.87503 1.78906 1.1565 0.0032 2.4181 -0.281
O -5.43648 2.13807 3.02184 -2.9734 -3.7787 -2.9781 -0.002
O -8.04000 1.19568 -1.79296 0.0771 0.4495 -0.8641 -0.003
H -7.00166 0.18536 2.55566 -0.2933 -0.4288 -0.2135 0.100
H -8.05676 -0.45897 0.38969 -0.2729 0.0546 -0.5391 0.102
H -6.46482 3.12543 -1.34521 0.4657 0.0503 -0.0829 0.124
H -5.07700 3.42047 0.71388 -0.3702 0.5036 0.3998 0.118
H -5.12571 3.06373 2.94380 1.8789 3.0137 0.6818 -0.056
H -8.54484 0.37999 -1.82104 0.1261 -0.0683 0.4632 0.089
C 2.43940 -0.27386 -4.64266 -0.4618 0.0430 -0.3879 -0.029
C 1.16391 -0.77729 -4.41203 0.7012 -1.2028 0.1694 0.024
C 1.03255 -2.09909 -3.90009 -0.0082 1.0610 0.0599 -0.297
C 2.15003 -2.89021 -3.61083 0.6624 1.6135 -0.8240 -0.006
C 3.42676 -2.36946 -3.95160 -1.7069 0.1342 1.1389 -0.012
C 3.54919 -1.04082 -4.37307 1.3184 -2.2229 0.4446 -0.330
O 4.84447 -0.59667 -4.54686 -0.2367 1.5669 -0.9180 0.019
O -0.22211 -2.56276 -3.60210 0.1372 0.0869 -0.2480 0.020
H 2.50577 0.69532 -5.11702 0.2250 0.1758 0.2500 0.115
H 0.34207 -0.11736 -4.64894 -0.3890 -0.3693 0.1901 0.109
H 2.00176 -3.79270 -3.03437 0.2415 -0.2770 -0.2745 0.094
H 4.31191 -2.92285 -3.67017 0.0958 -0.0639 -0.1447 0.112
H 5.50672 -0.98954 -3.97511 -0.4314 -0.3551 0.2577 0.099
H -0.10629 -3.49370 -3.38311 -0.3470 -0.2625 0.2597 0.060
C -3.57662 -1.78736 3.08883 -1.1744 0.7554 -1.9430 -0.692
O -2.93619 -1.64816 2.05381 1.3646 -0.8203 0.3463 0.029
N -3.51695 -2.73886 4.03877 1.2034 -1.2347 0.3311 0.148
N -4.63299 -1.02462 3.30831 -2.3477 1.5590 0.6927 0.181
H -2.73117 -3.36557 4.01977 -0.1270 0.0244 0.4282 0.100
H -4.06907 -2.53951 4.85396 0.5473 -0.5253 0.2649 0.096
H -4.99287 -0.33092 2.67169 0.7035 0.1558 -0.1615 0.072
H -5.30673 -1.27316 4.01370 0.1584 0.1417 0.0290 0.103
```
Positions in Å, forces in eV/Å.

Properties
HOMO-LUMO gap = 4.144 eV
HOMO level = -2.66 eV
largest force on an atom = 5.66 eV Å⁻¹
LUMO = 1.49 eV
net charge = -1